DFT (wB97M-V/def2-TZVPD) results for a structure of composition C36H34GeMnN4O3S.

Geometry as XYZ:
```
80
Properties=species:S:1:pos:R:3:forces:R:3
Mn 0.91158 -0.89074 1.65165 0.329 -0.889 0.053
C 4.42617 -3.32530 1.92162 0.039 -0.046 0.009
C 3.13461 -2.74054 1.44508 -0.119 -0.052 0.135
N 2.39781 -1.96765 2.29509 0.091 0.471 0.024
N 2.74031 -1.93196 3.62617 0.052 -0.147 -0.057
C 1.80802 -1.80365 4.55782 -0.009 -0.006 0.137
N 2.28862 -1.61172 5.84803 -0.076 -0.045 -0.051
S 0.15264 -1.80341 4.24242 0.152 0.069 -0.040
C 2.57740 -2.94848 0.20753 0.048 -0.089 -0.179
C 3.12496 -3.84269 -0.74705 -0.126 -0.001 0.074
C 2.28113 -4.58216 -1.59220 0.067 0.056 -0.033
C 0.94847 -4.32891 -1.60330 -0.119 -0.030 0.043
C 0.40886 -3.11296 -0.97009 0.150 0.123 -0.194
N 1.26135 -2.34293 0.01546 -0.127 0.268 -0.002
H 4.26434 -3.95935 2.80036 -0.014 0.000 -0.006
H 5.14210 -2.54598 2.20911 -0.026 0.025 -0.012
H 4.89838 -3.93561 1.15953 -0.005 -0.005 -0.012
H 3.71040 -1.79004 3.87754 -0.040 0.054 0.007
H 3.14402 -2.09901 6.07673 0.004 -0.005 -0.008
H 1.56239 -1.74321 6.53447 0.011 0.023 -0.006
H 4.17073 -4.10867 -0.69289 0.014 0.022 0.028
H 2.69787 -5.38208 -2.19379 0.004 -0.010 0.012
H 0.26005 -4.93949 -2.17560 -0.031 0.000 0.030
H -0.63170 -3.19767 -0.66124 0.016 0.040 0.032
C -4.45362 3.05087 0.09961 0.053 0.020 0.043
O -3.70918 3.75618 1.07929 0.019 0.018 -0.004
C -2.58383 3.15026 1.54472 -0.062 0.031 -0.016
C -1.83315 3.92167 2.46594 -0.024 -0.077 -0.041
C -0.68401 3.39483 2.96943 -0.008 -0.039 -0.004
C -0.19626 2.11786 2.59176 0.029 0.023 0.096
C 1.05668 1.65305 3.10974 -0.006 0.011 -0.297
C 1.75239 2.40128 4.21949 -0.006 0.044 0.047
O 1.65284 0.64119 2.68374 -0.090 0.119 0.229
C -0.96920 1.34065 1.67179 -0.059 -0.116 -0.024
O -0.66280 0.15722 1.28159 -0.190 0.071 -0.221
C -2.18171 1.89730 1.16993 0.083 0.090 0.124
H -5.26834 3.70911 -0.19320 -0.001 -0.004 0.000
H -4.85633 2.12035 0.50518 -0.006 -0.026 -0.023
H -3.83340 2.81486 -0.76828 -0.025 -0.009 -0.006
H -2.18567 4.90556 2.74129 -0.008 0.008 -0.004
H -0.11267 3.98818 3.67059 0.001 0.001 0.004
H 1.91860 3.44857 3.96860 0.022 0.003 -0.026
H 2.70595 1.91874 4.41887 -0.010 -0.018 -0.017
H 1.13839 2.36497 5.12153 0.014 0.023 0.006
H -2.73715 1.28281 0.47799 -0.016 0.017 -0.017
C 1.01642 -1.81538 -1.40773 0.001 -0.245 0.166
Ge -0.21515 -0.42145 -1.81993 0.105 0.143 0.114
C 0.49622 1.32377 -1.27378 0.035 0.138 -0.060
C -0.13232 2.53488 -1.55776 -0.074 -0.024 0.089
C 0.37472 3.73964 -1.08574 0.014 -0.031 0.010
C 1.53569 3.75047 -0.32428 -0.013 0.001 -0.006
C 2.19181 2.55669 -0.05522 -0.005 0.005 -0.011
C 1.67714 1.35904 -0.53378 0.093 -0.022 -0.115
C -0.28723 -0.35725 -3.79050 0.051 -0.003 -0.124
C -1.17099 -1.15284 -4.52037 0.025 -0.014 -0.013
C -1.18592 -1.13401 -5.90948 0.002 0.001 0.017
C -0.31120 -0.30856 -6.60211 -0.008 -0.005 -0.002
C 0.58031 0.48581 -5.89543 0.021 0.010 0.010
C 0.59140 0.45584 -4.50631 -0.025 -0.009 -0.038
C -2.15291 -0.53261 -1.39271 -0.194 -0.077 0.011
C -3.11716 0.11262 -2.16975 0.035 0.086 0.014
C -4.47560 0.01538 -1.88410 0.039 -0.008 0.018
C -4.90218 -0.75483 -0.81190 -0.006 -0.016 0.002
C -3.96370 -1.42621 -0.03776 0.006 0.031 -0.014
C -2.61092 -1.31261 -0.32777 -0.028 -0.058 0.002
H -1.04614 2.54162 -2.14508 -0.001 -0.004 0.010
H -0.14168 4.66734 -1.30221 -0.005 0.011 0.002
H 1.92731 4.68653 0.05615 0.001 0.006 0.004
H 3.10310 2.55467 0.53165 0.009 0.002 0.002
H 2.21917 0.43123 -0.36231 -0.034 0.010 0.049
H -1.86479 -1.80328 -3.99817 -0.009 0.010 0.016
H -1.88114 -1.76470 -6.45150 -0.003 -0.004 -0.001
H -0.32290 -0.28707 -7.68545 0.004 -0.002 -0.003
H 1.27382 1.12717 -6.42720 -0.003 0.005 -0.001
H 1.30211 1.07649 -3.97181 -0.007 0.007 0.026
H -2.80475 0.71022 -3.02050 0.002 -0.018 -0.016
H -5.19800 0.53685 -2.50215 -0.002 0.008 -0.001
H -5.95850 -0.83923 -0.58459 -0.005 0.004 0.001
H -4.28415 -2.03115 0.80185 -0.007 -0.011 0.002
H -1.89998 -1.82639 0.30569 -0.007 0.057 0.010
```
Positions in Å, forces in eV/Å.

Its spin multiplicity is 5. The LUMO energy (spin up / spin down) is 2.40 / 2.38 eV. As for the relative energy (zero: lowest compared OMol25 entry of this formula, charge and spin): 0.0 kcal per mole. Its net charge is -1. As for the orbital gap (spin up / spin down): 0.1780 / 0.2003 Eh.

DFT (wB97M-V/def2-TZVPD) results for an isolated molecule of C36H34N3O2P.

Geometry as XYZ:
```
76
Properties=species:S:1:pos:R:3:forces:R:3
C 3.93945 -5.55137 1.23088 0.264 0.334 0.119
C 2.80913 -5.41844 2.05405 -0.114 0.376 -0.479
C 1.69782 -4.68527 1.59131 0.453 -0.733 0.141
C 1.70207 -4.13332 0.30541 0.848 0.740 0.371
P 0.33229 -3.15196 -0.33851 -0.911 -0.783 -0.784
C -1.01132 -4.29252 0.11719 -0.211 -0.403 0.107
C -1.80827 -4.18231 1.25339 -0.598 0.280 -0.014
C -2.80722 -5.10416 1.55092 0.452 -0.709 -0.566
C -2.85046 -6.30216 0.80896 -0.125 0.342 0.878
C -1.97446 -6.48003 -0.26025 -0.267 -0.502 -0.476
C -1.13296 -5.45424 -0.66994 0.031 0.566 0.103
C 0.09706 -1.62614 0.60318 -1.984 0.220 -0.983
C 1.32133 -0.88516 0.78269 1.130 1.502 0.180
N 2.22931 -0.16344 0.88579 -1.204 -1.350 -0.065
O 0.36763 -2.87860 -1.80210 0.463 -0.210 0.453
C 2.85047 -4.20413 -0.48116 0.280 -0.647 0.113
C 3.95864 -4.93969 -0.03304 -0.255 0.030 0.277
H 4.85712 -6.05050 1.61878 -0.931 0.265 -0.441
H 2.80759 -5.87295 3.04924 -0.080 0.225 -0.370
H 0.81386 -4.60052 2.22391 0.187 -0.014 -0.135
H -1.78037 -3.31272 1.89929 0.293 0.017 -0.119
H -3.50430 -4.87046 2.35612 0.191 -0.367 -0.141
H -3.53581 -7.09750 1.13330 0.285 0.365 -0.392
H -1.97021 -7.42948 -0.82603 -0.144 0.657 0.353
H -0.58916 -5.51621 -1.61744 0.018 -0.113 0.452
H -0.43298 -1.81682 1.54076 0.391 0.084 0.059
H 2.83758 -3.71671 -1.45395 0.109 -0.120 0.140
H 4.84318 -5.02522 -0.66255 -0.187 0.058 0.154
C 4.82068 5.90562 -2.08926 0.127 0.169 0.052
C 3.60045 5.37498 -1.39751 -0.412 -1.126 0.053
C 2.33805 5.44608 -1.99752 -0.210 0.004 0.651
C 1.18043 4.98360 -1.33655 0.313 0.677 -0.709
C -0.14736 5.16731 -1.98853 -0.702 0.086 -0.409
C 1.28479 4.41825 -0.07712 1.223 0.381 -0.148
N 0.09229 4.18988 0.68533 -0.694 -0.840 0.864
C -0.67869 3.06795 0.65353 0.421 1.464 -0.175
C -0.45939 1.86898 -0.17717 -1.251 -3.621 -1.172
C -0.95235 0.63793 0.43486 0.685 3.506 0.475
C -1.00322 -0.57734 -0.35094 2.992 -1.998 -0.099
C -2.29449 -1.15224 -0.86894 -0.950 -0.682 0.309
C -2.55974 -1.12707 -2.28347 0.087 0.124 0.613
C -3.84083 -1.45987 -2.73570 -1.168 -0.087 0.295
C -4.84800 -1.92857 -1.82641 1.655 -0.054 0.503
C -4.49157 -2.16732 -0.47232 0.241 0.318 0.137
C -3.25125 -1.69597 0.03626 0.162 0.518 -0.618
O -0.10474 1.97590 -1.41297 -0.422 0.584 2.239
N -1.77493 3.33852 1.38173 -1.114 -0.286 -0.289
C -3.00053 2.50806 1.38851 -0.479 -0.429 0.362
C -1.69639 4.60621 1.93215 -0.232 0.051 0.686
C -0.49886 5.10089 1.56747 0.180 -0.217 -1.054
C 2.54637 4.21190 0.48357 0.129 0.582 0.132
C 2.67058 3.60132 1.83825 0.307 -0.567 0.813
C 3.69544 4.67893 -0.18471 -0.436 -0.021 0.179
H 5.61194 6.11277 -1.36895 0.027 -0.040 -0.006
H 5.22685 5.21810 -2.84133 -0.207 0.037 0.158
H 4.57796 6.84293 -2.58442 0.053 0.069 -0.148
H 2.23175 5.93106 -2.97269 -0.016 -0.193 0.323
H -0.81804 5.85308 -1.43314 0.357 -0.300 -0.133
H -0.00141 5.59378 -2.99009 -0.156 -0.128 0.261
H -0.65517 4.19343 -2.09170 0.202 0.286 0.035
H -0.99325 0.55246 1.56357 -0.272 0.361 -1.360
H -0.36037 -0.53124 -1.23195 -0.027 0.647 -0.036
H -1.78508 -0.80354 -3.03529 -0.798 -0.309 1.199
H -4.12680 -1.33706 -3.81261 0.460 -0.144 1.135
H -5.86834 -2.12547 -2.15404 0.374 -0.153 -0.073
H -5.15379 -2.73233 0.22181 0.257 0.767 -0.676
H -3.00245 -1.68260 1.15346 -0.542 -0.207 -1.822
H -3.93516 3.10975 1.55115 1.142 -0.115 -0.397
H -3.02727 1.90414 0.44548 -0.052 0.627 0.962
H -2.93380 1.82214 2.24946 -0.092 0.106 -0.520
H -2.48506 5.06160 2.56488 0.769 -0.662 -0.626
H -0.03036 6.02595 1.80640 0.203 0.399 -0.024
H 3.68117 3.78951 2.23472 -0.400 -0.103 -0.056
H 1.93906 3.97964 2.58519 0.375 -0.120 -0.559
H 2.54294 2.50572 1.78218 -0.007 0.321 0.025
H 4.67084 4.50424 0.29514 -0.485 0.213 -0.286
```
Positions in Å, forces in eV/Å.

The LUMO energy is 0.48 eV. As for the orbital gap: 0.2645 Eh.

DFT (wB97M-V/def2-TZVPD) results for a structure of composition C36H34N5O3PPt.

Geometry as XYZ:
```
80
Properties=species:S:1:pos:R:3:forces:R:3
Pt -1.27026 -0.98926 0.23213 -1.073 -0.845 -1.526
O -3.58537 0.77556 1.59206 0.167 0.039 0.136
N -2.23124 0.69545 1.85265 -0.345 0.404 0.408
C -1.70242 1.83052 2.07903 0.089 -0.463 -0.188
C -0.25481 1.93921 2.33789 -0.131 -0.017 0.058
C 0.11987 3.08897 3.03691 0.089 -0.084 -0.012
C 1.41586 3.28230 3.48267 -0.052 -0.004 -0.019
C 2.37136 2.30994 3.24373 0.017 -0.018 0.008
C 2.02571 1.17435 2.53153 -0.022 0.078 -0.072
C 0.73038 0.97522 2.03587 0.183 0.167 0.030
P 0.65712 -0.52853 1.01483 0.751 0.314 0.288
C 1.81013 -0.32447 -0.36742 0.129 0.079 0.190
C 2.54734 0.84500 -0.54559 -0.046 0.073 -0.062
C 3.41417 0.96699 -1.62316 -0.035 -0.032 -0.009
C 3.56029 -0.07824 -2.52049 0.013 0.008 0.004
C 2.81986 -1.24206 -2.35613 0.011 0.011 -0.048
C 1.93796 -1.35869 -1.29795 -0.027 -0.149 0.058
C 1.21327 -1.82159 2.14589 -0.010 -0.068 0.003
C 0.89224 -1.69534 3.50036 -0.019 0.033 -0.003
C 1.31251 -2.65324 4.40803 -0.020 -0.003 -0.040
C 2.03849 -3.75280 3.96923 0.004 -0.010 0.019
C 2.33788 -3.89630 2.62269 0.006 -0.013 -0.006
C 1.92643 -2.93690 1.71021 0.043 0.077 0.039
H -3.87522 -0.14920 1.68255 0.022 -0.018 -0.040
H -2.32366 2.72159 2.13413 0.025 0.058 -0.036
H -0.63391 3.83330 3.25570 -0.039 0.009 0.004
H 1.67104 4.17951 4.02793 0.009 0.033 0.011
H 3.38504 2.43542 3.59646 0.023 -0.011 0.021
H 2.79478 0.43652 2.33627 0.001 -0.031 0.002
H 2.44609 1.67603 0.13698 -0.013 -0.001 0.028
H 3.97697 1.88047 -1.75472 0.009 0.021 0.003
H 4.24662 0.01428 -3.35090 0.017 -0.005 -0.016
H 2.92445 -2.05581 -3.06056 0.001 -0.024 -0.008
H 1.33764 -2.25693 -1.20732 -0.018 0.014 0.036
H 0.34607 -0.83045 3.85506 -0.020 0.012 -0.010
H 1.09581 -2.52881 5.46034 -0.018 0.002 0.021
H 2.38707 -4.48899 4.68038 0.004 -0.025 0.016
H 2.91536 -4.74526 2.28396 -0.001 -0.012 -0.016
H 2.20325 -3.04855 0.67391 -0.001 -0.002 -0.089
O -1.60033 -2.71038 1.32317 -0.018 0.200 0.376
C -2.72637 -2.85003 1.90260 0.464 -0.222 -0.169
O -3.65272 -2.04523 1.94849 -0.326 0.169 0.084
C -2.89564 -4.22466 2.56549 -0.180 -0.014 -0.059
N -4.21109 -4.16908 3.30700 -0.084 0.193 -0.059
C -3.91105 -4.15240 4.79545 -0.193 -0.073 -0.028
C -2.43124 -3.81348 4.86638 0.007 -0.001 0.110
C -1.85714 -4.51763 3.64112 0.047 0.030 -0.095
H -2.95899 -4.97982 1.78245 0.069 0.025 0.024
H -4.83200 -4.93316 3.05040 0.001 0.007 0.037
H -4.64577 -3.27531 3.00250 0.109 -0.152 0.016
H -4.11908 -5.15225 5.17304 0.036 0.036 0.018
H -4.58545 -3.44379 5.26969 0.073 -0.012 0.048
H -1.99630 -4.16516 5.79911 0.005 0.018 0.006
H -2.28141 -2.73409 4.80870 0.017 0.022 -0.031
H -1.78115 -5.59119 3.81435 -0.010 -0.027 -0.019
H -0.88204 -4.14989 3.33121 0.031 0.012 0.045
N 0.39652 2.43477 -5.84372 0.010 0.301 0.050
C 0.65767 3.59120 -6.55034 0.034 -0.150 -0.153
C 1.09758 3.80791 -7.85651 0.004 0.136 0.060
C 1.25193 5.12448 -8.23215 -0.013 -0.036 0.010
C 0.97720 6.19283 -7.35171 -0.005 -0.074 0.032
C 0.54141 5.97050 -6.06761 0.030 -0.062 -0.057
C 0.38119 4.63896 -5.66306 -0.045 0.080 0.084
N -0.03929 4.13503 -4.45036 0.081 -0.123 -0.106
C -0.01424 2.83606 -4.59837 -0.077 -0.148 0.131
C -0.39370 1.91923 -3.53130 0.038 0.044 -0.105
C -0.79640 2.44734 -2.30233 -0.101 -0.141 0.065
C -1.14178 1.59264 -1.28652 -0.076 0.095 -0.054
N -1.09975 0.25005 -1.41091 0.382 0.307 0.604
C -0.72601 -0.26113 -2.59411 -0.118 -0.147 -0.108
C -0.38612 0.53040 -3.66872 -0.052 -0.004 0.165
H 0.48773 1.49644 -6.18814 -0.010 0.004 -0.022
H 1.30764 2.99592 -8.53769 0.004 -0.023 -0.025
H 1.59207 5.35155 -9.23310 0.001 -0.009 -0.016
H 1.11479 7.20505 -7.70353 0.001 0.026 -0.010
H 0.32816 6.78210 -5.38760 -0.015 0.021 0.026
H -0.83988 3.51718 -2.16478 0.009 0.032 -0.014
H -1.47929 1.96803 -0.33263 0.047 0.016 0.001
H -0.72381 -1.34046 -2.67039 0.085 0.056 0.004
H -0.11006 0.04224 -4.59071 0.013 -0.010 -0.052
```
Positions in Å, forces in eV/Å.

The LUMO energy is -6.27 eV. As for the relative energy (zero: lowest compared OMol25 entry of this formula, charge and spin): 4.9 kcal per mole. Its net charge is +2. As for the orbital gap: 0.2203 Eh.

Number 3 is which compound?
C36H34N5O3PPt